(1)
The following is a DFT calculation (wB97M-V/def2-TZVPD) of a structure of composition C47H46F3HfN2O5P2S7Sb.

Structure (XYZ):
```
114
C47H46F3HfN2O5P2S7Sb (wB97M-V/def2-TZVPD)
Hf 12.554 14.539 16.349
C 6.316 17.045 15.327
C 7.751 16.830 15.842
C 7.854 17.024 17.354
C 8.818 17.657 15.133
C 8.431 19.021 14.602
O 9.391 19.190 13.495
C 9.830 17.931 13.213
N 9.432 16.988 13.977
C 10.663 17.827 11.961
C 10.427 18.871 11.039
C 10.958 18.842 9.767
C 11.787 17.797 9.410
C 12.113 16.831 10.342
C 11.567 16.816 11.630
P 12.086 15.482 12.819
C 11.210 14.072 12.039
C 11.611 13.198 11.038
C 10.713 12.225 10.595
C 9.431 12.162 11.119
C 9.011 13.081 12.081
C 9.903 14.016 12.536
C 13.855 15.363 12.410
C 14.486 14.131 12.326
C 15.884 14.080 12.338
C 16.622 15.239 12.458
C 15.978 16.469 12.551
C 14.608 16.523 12.510
H 5.587 16.405 15.818
H 6.278 16.866 14.240
H 5.984 18.087 15.467
H 7.994 15.779 15.635
H 7.752 18.098 17.644
H 8.815 16.643 17.717
H 7.089 16.435 17.900
H 9.605 17.788 15.864
H 8.533 19.823 15.322
H 7.451 19.032 14.128
H 9.777 19.670 11.350
H 10.784 19.654 9.063
H 12.294 17.728 8.446
H 12.869 16.108 10.059
H 12.587 13.261 10.572
H 10.988 11.519 9.809
H 8.770 11.405 10.778
H 8.021 13.008 12.524
H 9.643 14.763 13.305
H 13.925 13.200 12.358
H 16.349 13.095 12.371
H 17.706 15.169 12.526
H 16.550 17.371 12.682
H 14.048 17.437 12.640
S 14.959 15.127 15.873
Sb 15.886 13.637 17.499
S 13.446 12.733 18.056
S 12.459 14.412 18.844
S 16.727 11.868 16.316
C 16.674 13.481 8.875
C 15.979 12.231 9.359
C 16.679 11.271 10.093
C 16.028 10.244 10.751
C 14.650 10.140 10.596
C 13.956 10.971 9.743
C 14.619 12.014 9.145
S 13.742 8.862 11.459
O 14.711 7.861 11.827
O 12.611 8.514 10.659
N 13.229 9.545 12.817
C 14.167 10.222 13.667
C 13.503 10.691 14.989
C 12.324 11.634 14.697
O 11.337 11.137 14.160
O 12.449 12.878 15.047
H 17.748 13.312 8.830
H 16.431 14.289 9.583
H 16.336 13.779 7.888
H 17.750 11.420 10.227
H 16.537 9.532 11.399
H 12.918 10.773 9.555
H 14.072 12.703 8.536
H 12.286 9.955 12.785
H 14.587 11.119 13.164
H 15.018 9.531 13.815
H 14.270 11.123 15.620
H 13.058 9.841 15.499
S 14.844 18.068 18.278
P 12.962 18.320 17.726
S 11.991 17.163 16.394
C 12.656 20.027 17.070
C 11.917 20.295 15.918
C 11.662 21.594 15.516
C 12.149 22.666 16.238
C 12.922 22.416 17.353
C 13.159 21.107 17.791
C 11.774 18.342 19.172
C 12.075 17.539 20.252
C 11.167 17.398 21.287
C 9.933 18.043 21.242
C 9.647 18.862 20.156
C 10.562 19.003 19.121
H 11.483 19.437 15.403
H 11.011 21.747 14.666
H 12.027 23.688 15.918
H 13.424 23.202 17.905
H 13.813 20.928 18.639
H 13.058 17.092 20.277
H 11.398 16.772 22.156
H 9.225 17.880 22.052
H 8.706 19.420 20.131
H 10.338 19.575 18.249
F 10.628 14.749 16.152
C 8.429 12.783 17.359
F 9.534 12.121 17.446
F 8.360 13.219 16.155
```

Properties
Total charge: -2
Highest occupied orbital energy: -0.08501 Eh
Frontier orbital gap: 6.0 eV
Molecular weight: 1362.6 g mol⁻¹
LUMO: 3.719 eV
ΔE to the lowest compared entry with this formula, charge and spin: 0.0 kcal/mol

---

(2)
The following is a DFT calculation (wB97M-V/def2-TZVPD) of a structure of composition C47H46N3O3PRb.

Structure (XYZ):
```
101
C47H46N3O3PRb (wB97M-V/def2-TZVPD)
Rb 0.235 -2.033 -0.118
C 0.223 0.373 -2.852
O -0.571 -0.788 -2.814
C -1.921 -0.522 -2.526
C -2.674 -1.849 -2.422
O -2.629 -2.452 -1.156
C -3.499 -1.880 -0.209
C -3.534 -2.815 1.002
O -2.342 -2.792 1.750
C -2.371 -1.976 2.896
H -0.171 1.098 -3.575
H 1.215 0.051 -3.166
H 0.288 0.856 -1.871
H -2.370 0.090 -3.324
H -2.008 0.045 -1.586
H -2.189 -2.557 -3.097
H -3.723 -1.710 -2.726
H -4.511 -1.793 -0.635
H -3.158 -0.884 0.092
H -3.637 -3.840 0.627
H -4.397 -2.570 1.635
H -3.129 -2.332 3.608
H -2.574 -0.927 2.664
H -1.381 -2.053 3.342
C -5.907 2.940 1.459
C -5.136 1.872 1.888
C -3.882 1.683 1.340
C -3.359 2.536 0.373
C -4.151 3.600 -0.047
C -5.415 3.793 0.482
P -1.504 2.125 0.008
C -1.481 2.979 -1.625
C -0.416 3.788 -2.011
C -0.341 4.305 -3.292
C -1.342 4.041 -4.210
C -2.431 3.272 -3.828
C -2.499 2.750 -2.549
C -0.975 3.538 1.083
C -1.487 4.613 1.755
C -0.572 5.490 2.378
C 0.788 5.281 2.371
C 1.335 4.155 1.718
C 2.684 3.756 1.613
C 2.997 2.639 0.876
C 2.035 1.881 0.175
C 0.699 2.215 0.239
C 0.415 3.332 1.055
H -6.879 3.121 1.899
H -5.506 1.195 2.650
H -3.252 0.862 1.677
H -3.771 4.290 -0.791
H -6.022 4.622 0.137
H 0.373 3.994 -1.307
H 0.515 4.902 -3.576
H -1.264 4.414 -5.223
H -3.218 3.062 -4.542
H -3.349 2.144 -2.265
H -2.548 4.822 1.808
H -0.958 6.377 2.872
H 1.449 6.001 2.842
H 3.449 4.320 2.136
H 4.031 2.319 0.824
H 2.388 1.022 -0.396
C 4.106 -5.353 -0.480
C 5.098 -4.914 0.384
C 4.801 -3.921 1.292
C 3.499 -3.407 1.393
C 2.466 -3.795 0.498
C 2.864 -4.741 -0.462
C 3.218 -2.515 2.514
C 3.915 -2.728 3.738
C 3.710 -1.901 4.798
C 2.753 -0.866 4.691
C 2.452 -0.003 5.757
C 1.521 0.991 5.604
C 0.873 1.152 4.372
C 1.132 0.309 3.324
C 2.074 -0.737 3.445
N 2.317 -1.549 2.398
H 4.323 -6.152 -1.185
H 6.099 -5.332 0.344
H 5.607 -3.513 1.895
H 2.138 -5.067 -1.204
H 4.608 -3.555 3.810
H 4.272 -2.018 5.717
H 2.967 -0.138 6.702
H 1.280 1.651 6.426
H 0.167 1.958 4.241
H 0.622 0.441 2.380
C 3.593 -3.448 -5.708
N 2.427 -3.671 -4.898
C 1.404 -4.539 -5.156
C 0.514 -4.385 -4.130
N 0.969 -3.451 -3.257
C 2.108 -3.042 -3.740
H 3.565 -4.105 -6.578
H 4.500 -3.657 -5.138
H 3.626 -2.410 -6.050
H 1.405 -5.174 -6.021
H -0.412 -4.899 -3.963
H 2.746 -2.311 -3.285
```

Properties
Total charge: -1
Highest occupied orbital energy: -0.13725 Eh
Frontier orbital gap: 5.8 eV
Molecular weight: 817.3 g mol⁻¹
LUMO: 2.029 eV
ΔE to the lowest compared entry with this formula, charge and spin: 23.6 kcal/mol

---

total charge of number 2 (C47H46N3O3PRb)?
-1

---

Which value of molecular weight does entry 1 give?
1362.6 g mol⁻¹

---

What is the formula in the first record?
C47H46F3HfN2O5P2S7Sb